w | Computed, not measured: one molecule with the formula C3H6O, with ωB97M-V with the def2-TZVPD basis set.

Properties
Frontier orbital gap = 10.909 eV
SMILES string = CCC=O

The geometry in ORCA input format:
```
! RIJCOSX wB97M-V def2-TZVPD def2/J DEFGRID3
* xyz 0 1
O -0.41700 -0.08459 -1.84860
C 0.15173 0.19966 -0.83336
C -0.05205 -0.50404 0.49184
C 0.23814 0.39527 1.72827
H 0.94844 0.96439 -0.81035
H 0.64249 -1.35251 0.50044
H -1.07245 -0.88942 0.52493
H 0.69955 1.33216 1.44066
H 0.90540 -0.10736 2.41519
H -0.68764 0.63956 2.22886
*
```

Results of the Löwdin charge analysis, in e, for atoms 1 through 5: number 1, O, carries 0.05; number 2, C, carries -0.29; number 3, C, carries -0.20; number 4, C, carries -0.10; number 5, H, carries 0.12

x | Computed, not measured: one molecule with the formula C3H6O, with ωB97M-V with the def2-TZVPD basis set.

Properties
Frontier orbital gap (spin up / spin down) = 8.293 / 8.004 eV

The geometry in ORCA input format:
```
! RIJCOSX wB97M-V def2-TZVPD def2/J DEFGRID3
* xyz 0 1
C -2.00991 0.05223 -0.13136
C 0.31970 0.12016 0.34745
C 1.63387 -0.19949 -0.14906
O -0.74320 -0.11745 -0.38097
H -2.70406 -0.35565 -0.82030
H -2.42431 0.52926 0.68667
H 0.33880 0.89332 1.16726
H 2.36539 0.59966 0.19548
H 1.43489 -0.39674 -1.29930
H 1.78883 -1.12530 0.38413
*
```

Results of the Löwdin charge analysis, in e, for atoms 1 through 5: number 1, C, carries -0.05; number 2, C, carries -0.27; number 3, C, carries -0.11; number 4, O, carries -0.09; number 5, H, carries 0.05

y | Computed, not measured: C3H6O as an isolated structure, with ωB97M-V with the def2-TZVPD basis set.

Properties
Frontier orbital gap = 7.154 eV

The geometry in ORCA input format:
```
! RIJCOSX wB97M-V def2-TZVPD def2/J DEFGRID3
* xyz 0 1
C 0.67903 -0.00513 1.50735
C 0.80286 0.17250 0.11446
C -0.59945 0.60902 0.14738
O -1.56570 -0.15165 0.19805
H 0.31303 -0.96356 1.88716
H -0.75498 1.70821 0.08540
H 1.13085 0.65259 2.24706
H -0.84625 -0.52055 -3.02050
H -0.38467 -0.91168 -2.61072
H 1.22529 -0.58976 -0.55566
*
```

Results of the Löwdin charge analysis, in e, for atoms 1 through 5: number 1, C, carries 0.04; number 2, C, carries -0.09; number 3, C, carries -0.41; number 4, O, carries 0.01; number 5, H, carries 0.09

z | Computed, not measured: one molecule with the formula C3H6O, with ωB97M-V with the def2-TZVPD basis set.

Properties
Frontier orbital gap = 9.878 eV
SMILES string = C=COC

The geometry in ORCA input format:
```
! RIJCOSX wB97M-V def2-TZVPD def2/J DEFGRID3
* xyz 0 1
C -1.60515 -0.03220 0.01018
C 0.70577 0.24523 0.00532
C 1.92441 -0.22170 -0.00483
H -2.12435 -0.25567 1.00308
H -1.64685 1.04382 -0.27655
H -2.22710 -0.59770 -0.74286
H 0.44379 1.31517 -0.01823
H 2.81486 0.41892 0.05945
H 2.04886 -1.31296 -0.02232
O -0.33424 -0.60292 -0.01324
*
```

Results of the Löwdin charge analysis, in e, for atoms 1 through 5: number 1, C, carries -0.12; number 2, C, carries -0.28; number 3, C, carries 0.01; number 4, H, carries 0.11; number 5, H, carries 0.09

Each structure's energy above the most stable one, in hartree: w 0.0000; x 0.1439; y 0.2051; z 0.0360.

w | Computed, not measured: a 3-piece molecular cluster, C3H15N2O2 overall, with ωB97M-V with the def2-TZVPD basis set.

Properties
Frontier orbital gap = 9.139 eV

The geometry in ORCA input format:
```
! RIJCOSX wB97M-V def2-TZVPD def2/J DEFGRID3
* xyz 1 1
N 2.35653 -0.82684 -0.13213
C 1.50648 -2.01413 -0.57170
C 0.01098 -1.76328 -0.22523
N -0.48743 -0.62931 -0.93188
C -0.98505 -0.69686 -2.28956
H 2.65989 -0.85198 0.83951
H 3.06467 -0.62550 -0.83983
H 1.90026 0.10037 -0.21441
H 1.75055 -2.09264 -1.64063
H 1.81489 -2.88009 0.01730
H -0.37807 -2.75211 -0.45015
H 0.01094 -1.59100 0.86130
H -0.95807 0.02165 -0.32256
H -0.33065 -1.35502 -2.89229
H -0.84024 0.29228 -2.74547
H -2.02920 -0.98693 -2.32123
H 0.45870 3.94207 2.75479
H 1.25391 3.92146 4.06886
O 0.88217 3.35434 3.40815
H -3.74294 0.90194 0.31461
H -3.29028 2.40887 0.07924
O -2.99355 1.48162 0.18593
*
```

Results of the Löwdin charge analysis, in e, for atoms 1 through 5: number 1, N, carries 0.17; number 2, C, carries -0.12; number 3, C, carries -0.22; number 4, N, carries -0.14; number 5, C, carries -0.09

x | Computed, not measured: a 3-piece molecular cluster, C3H15N2O2 overall, with ωB97M-V with the def2-TZVPD basis set.

Properties
Frontier orbital gap = 9.711 eV

The geometry in ORCA input format:
```
! RIJCOSX wB97M-V def2-TZVPD def2/J DEFGRID3
* xyz 1 1
N 0.17528 0.51945 3.28208
C 0.47111 1.35792 2.16171
C -0.72532 1.75849 1.24002
N -0.28640 1.61056 -0.20948
C -1.41576 1.66587 -1.14616
H 0.01056 -0.44572 3.06161
H -0.25302 0.88334 4.11111
H 0.28047 0.75790 -0.26258
H 0.85333 2.28218 2.54086
H 1.23679 0.86971 1.62110
H -1.65589 1.22180 1.35815
H -0.85604 2.79163 1.40412
H 0.48007 2.27663 -0.34888
H -1.11510 1.43112 -2.15046
H -1.86720 2.65071 -1.15218
H -2.05758 0.83363 -0.88110
H 1.25220 -5.59689 -2.44753
H 0.01794 -6.48881 -2.54375
O 0.29334 -5.58943 -2.40441
H 1.82042 -0.68970 -2.46815
H 0.42973 -0.75840 -2.05471
O 1.18219 -0.16146 -1.97838
*
```

Results of the Löwdin charge analysis, in e, for atoms 1 through 5: number 1, N, carries 0.02; number 2, C, carries -0.24; number 3, C, carries -0.08; number 4, N, carries -0.02; number 5, C, carries 0.00

y | Computed, not measured: a 3-piece molecular cluster, C3H15N2O2 overall, with ωB97M-V with the def2-TZVPD basis set.

Properties
Frontier orbital gap = 10.647 eV

The geometry in ORCA input format:
```
! RIJCOSX wB97M-V def2-TZVPD def2/J DEFGRID3
* xyz 1 1
C 0.55236 0.80514 -1.84336
N -0.39368 0.30394 -2.91868
C -0.33952 0.96910 -0.61005
N -0.53585 -0.37966 0.00583
C -1.26170 -0.35901 1.35141
H 1.37361 0.00222 -1.55181
H 1.08889 1.71285 -2.13323
H -0.03070 -0.07707 -3.69358
H -0.99463 1.16416 -3.32191
H 0.01954 1.75449 0.13934
H -1.26742 1.53177 -0.70965
H 0.52466 -0.63380 0.14078
H -0.98913 -1.08857 -0.53374
H -2.39147 -0.52678 1.29550
H -1.20681 -1.25889 1.92952
H -0.86598 0.58885 1.92516
H 0.03858 2.46149 3.28735
H 1.24991 2.20327 2.38075
O 0.30793 2.18234 2.39730
H 2.07152 -3.87221 1.44545
H 1.47380 -4.11312 0.25814
O 1.57609 -3.37052 0.75948
*
```

Results of the Löwdin charge analysis, in e, for atoms 1 through 5: number 1, C, carries -0.22; number 2, N, carries 0.00; number 3, C, carries -0.19; number 4, N, carries 0.01; number 5, C, carries -0.01

Each structure's energy above the most stable one, in hartree: w 0.0048; x 0.0000; y 0.0452.

w | Computed, not measured: one molecule with the formula C4H5NO2, with ωB97M-V with the def2-TZVPD basis set.

Properties
Frontier orbital gap = 9.877 eV
SMILES string = O=CC(=O)N1CC1

The geometry in ORCA input format:
```
! RIJCOSX wB97M-V def2-TZVPD def2/J DEFGRID3
* xyz 0 1
O 1.77829 1.57899 0.55341
C 2.05678 0.42189 0.37757
C 1.03894 -0.66685 0.05859
O 1.41348 -1.81694 -0.09685
N -0.23107 -0.24795 -0.00588
C -1.53594 -0.64287 -0.37007
C -1.18938 0.78882 -0.01555
H 3.08805 0.02657 0.43039
H -2.07599 -1.25736 0.34476
H -1.70443 -0.89162 -1.41573
H -1.13621 1.52831 -0.81022
H -1.50252 1.17902 0.94958
*
```

Results of the Löwdin charge analysis, in e, for atoms 1 through 5: number 1, O, carries 0.08; number 2, C, carries -0.15; number 3, C, carries -0.43; number 4, O, carries 0.07; number 5, N, carries -0.04

x | Computed, not measured: one molecule with the formula C4H5NO2, with ωB97M-V with the def2-TZVPD basis set.

Properties
Frontier orbital gap = 9.190 eV
SMILES string = Cc1cnc(O)o1

The geometry in ORCA input format:
```
! RIJCOSX wB97M-V def2-TZVPD def2/J DEFGRID3
* xyz 0 1
C 1.83715 -0.50554 -0.07880
C 0.53174 0.16311 0.02093
C -0.08081 1.39788 0.03776
C -1.64419 0.02450 -0.08395
H 2.03245 -0.87696 0.97850
H 1.91091 -1.28703 -0.81612
H 2.63512 0.21261 -0.37438
H 0.37469 2.36968 0.12640
H -2.69384 -1.50829 0.25004
N -1.46199 1.26151 -0.06290
O -2.86818 -0.51610 -0.05692
O -0.57306 -0.73537 0.05945
*
```

Results of the Löwdin charge analysis, in e, for atoms 1 through 5: number 1, C, carries -0.03; number 2, C, carries -0.26; number 3, C, carries -0.06; number 4, C, carries -0.56; number 5, H, carries 0.11

y | Computed, not measured: one molecule with the formula C4H5NO2, with ωB97M-V with the def2-TZVPD basis set.

Properties
Frontier orbital gap = 9.969 eV
SMILES string = COc1cnco1

The geometry in ORCA input format:
```
! RIJCOSX wB97M-V def2-TZVPD def2/J DEFGRID3
* xyz 0 1
C -0.89730 -2.16696 0.63024
C -0.28956 -0.13871 0.03636
C 0.80452 -0.30372 -0.79529
C 0.70983 1.79540 -0.25895
H -1.54073 -2.63735 1.50728
H 0.07308 -2.48786 0.89944
H -1.17203 -2.27021 -0.43634
H 1.01727 -1.16948 -1.49089
H 1.10413 2.94721 -0.33957
N 1.52702 1.03373 -0.78404
O -1.22806 -0.83793 0.73741
O -0.28892 1.24613 0.22187
*
```

Results of the Löwdin charge analysis, in e, for atoms 1 through 5: number 1, C, carries -0.11; number 2, C, carries -0.29; number 3, C, carries 0.00; number 4, C, carries -0.38; number 5, H, carries 0.14

z | Computed, not measured: one molecule with the formula C4H5NO2, with ωB97M-V with the def2-TZVPD basis set.

Properties
Frontier orbital gap = 10.725 eV
SMILES string = O=C[C@H]1CN1C=O

The geometry in ORCA input format:
```
! RIJCOSX wB97M-V def2-TZVPD def2/J DEFGRID3
* xyz 0 1
O 2.77857 -0.27258 -0.47077
C 1.57590 -0.23887 -0.49190
C 0.68945 0.38298 0.54874
C -0.44750 1.20876 -0.03474
N -0.67881 -0.05024 0.56480
C -1.41482 -1.16054 0.20699
O -2.51664 -1.10773 -0.28419
H 1.00626 -0.68252 -1.33530
H 1.15331 0.66539 1.49697
H -0.46786 1.28960 -1.12474
H -0.83952 2.06611 0.50682
H -0.92934 -2.10685 0.50270
*
```

Results of the Löwdin charge analysis, in e, for atoms 1 through 5: number 1, O, carries 0.07; number 2, C, carries -0.23; number 3, C, carries -0.17; number 4, C, carries -0.05; number 5, N, carries -0.03

Each structure's energy above the most stable one, in hartree: w 0.0360; x 0.0000; y 0.1031; z 0.0326.